1.
Formula: CH6O4
Source: OMol25
Level of theory: the ωB97M-V functional and the def2-TZVPD basis

ORCA input file:
```
! RIJCOSX wB97M-V def2-TZVPD def2/J DEFGRID3
* xyz 0 1
O -0.858 1.228 1.662
C -0.508 0.624 0.697
O 0.541 1.003 -0.091
H -1.045 -0.244 0.280
H 0.216 1.229 -0.974
H -0.984 0.007 -3.503
H -0.781 -1.514 -3.419
O -0.620 -0.691 -2.947
H 1.042 -2.110 0.855
H 0.747 -1.167 2.071
O 1.409 -1.438 1.432
*
```

Calculated values
E, Ha: -342.6408
Relative energy (zero: lowest compared OMol25 entry of this formula, charge and spin), eV: 1.183
SMILES string: O=CO.O.O
Highest occupied orbital energy, hartree: -0.3950
Kohn-Sham gap, eV: 11.05

=====

2.
Formula: C3H3ClF3NO
Source: OMol25
Level of theory: the ωB97M-V functional and the def2-TZVPD basis

ORCA input file:
```
! RIJCOSX wB97M-V def2-TZVPD def2/J DEFGRID3
* xyz 0 1
C -2.346 -0.434 -0.358
C 1.462 -0.488 -0.121
C 0.777 0.515 0.800
N -1.786 0.405 -0.999
O -3.061 -1.335 -0.256
F 0.686 -0.949 -0.967
F 0.690 1.724 0.095
F 1.440 0.834 1.877
Cl 1.974 -1.814 0.957
H 2.011 0.004 -0.814
H -0.174 0.193 0.992
H -1.674 1.346 -1.205
*
```

Calculated values
E, Ha: -1005.8290
Relative energy (zero: lowest compared OMol25 entry of this formula, charge and spin), eV: 1.703
SMILES string: FC(F)[C@H](F)Cl.N=C=O
Highest occupied orbital energy, hartree: -0.4067
Kohn-Sham gap, eV: 11.48

=====

3.
Formula: C11H14N2O
Source: OMol25
Level of theory: the ωB97M-V functional and the def2-TZVPD basis

ORCA input file:
```
! RIJCOSX wB97M-V def2-TZVPD def2/J DEFGRID3
* xyz 0 1
C -0.871 -3.302 1.128
C 0.314 -0.639 -1.298
C -0.718 -1.325 -0.569
C -0.129 -2.331 0.268
C 1.233 -2.204 0.041
C 0.185 0.555 -2.006
C -1.123 0.996 -2.215
C -2.035 -0.871 -1.008
C -2.291 0.208 -1.827
N 1.590 -1.155 -0.833
H 2.510 -0.855 -1.027
H 1.171 0.964 -2.221
H 1.954 -2.785 0.504
H -1.401 2.089 -2.606
H -2.806 -1.448 -0.589
H -1.898 -3.607 1.003
H -0.761 -2.950 2.155
H -3.299 0.450 -2.042
H -0.270 -4.249 1.068
C -0.371 1.658 1.312
C 0.802 2.446 1.749
O 0.694 3.576 2.153
N 2.118 1.893 1.714
H 2.931 2.460 2.019
H 2.319 0.909 1.503
H -0.130 0.985 0.435
H -1.207 2.239 1.049
H -0.601 0.866 1.907
*
```

Calculated values
E, Ha: -612.2735
Relative energy (zero: lowest compared OMol25 entry of this formula, charge and spin), eV: 2.101
SMILES string: Cc1c[nH]c2ccccc12.CC(N)=O
Highest occupied orbital energy, hartree: -0.2953
Kohn-Sham gap, eV: 8.63

=====

4.
Formula: C48H55KN7O3S4Se
Source: OMol25
Level of theory: the ωB97M-V functional and the def2-TZVPD basis

ORCA input file:
```
! RIJCOSX wB97M-V def2-TZVPD def2/J DEFGRID3
* xyz -1 1
K 1.659 -0.179 -0.036
N 1.678 0.431 3.433
C 2.681 -0.452 3.202
O 3.580 -0.221 2.411
C 2.598 -1.767 3.989
C 1.601 -2.698 3.372
H 1.556 1.146 2.727
H 0.814 0.092 3.827
H 2.331 -1.550 5.025
H 3.602 -2.192 3.958
H 0.561 -2.656 3.665
H 1.775 -3.074 2.373
N 0.185 1.626 0.390
S -0.629 2.206 -0.657
N -2.246 2.310 -0.387
S -3.089 1.025 -0.058
N -2.445 -0.387 0.171
S -1.529 -1.091 1.307
N -0.115 -1.346 1.069
C -1.990 -0.202 2.819
C -2.912 -0.672 3.749
C -3.187 0.082 4.885
C -2.546 1.291 5.096
C -1.626 1.754 4.163
C -1.343 1.012 3.026
C -2.497 -2.605 1.447
C -3.887 -2.661 1.417
C -4.515 -3.895 1.494
C -3.758 -5.060 1.584
C -2.374 -4.993 1.595
C -1.737 -3.757 1.529
C -3.936 0.601 -1.583
C -4.244 -0.708 -1.916
C -4.954 -0.963 -3.086
C -5.343 0.082 -3.906
C -5.031 1.392 -3.559
C -4.333 1.657 -2.393
C -4.204 1.515 1.053
C -4.020 2.698 1.862
C -4.934 2.998 2.827
C -6.080 2.183 3.061
C -6.281 1.060 2.243
C -5.393 0.707 1.255
C -0.590 1.578 -2.358
C -0.782 0.215 -2.540
C -0.876 -0.299 -3.828
C -0.765 0.541 -4.924
C -0.536 1.900 -4.738
C -0.446 2.426 -3.458
C -0.345 3.954 -0.946
C 0.984 4.335 -0.826
C 1.315 5.676 -0.980
C 0.324 6.615 -1.234
C -1.005 6.220 -1.339
C -1.347 4.882 -1.198
H -3.418 -1.615 3.608
H -3.917 -0.280 5.598
H -2.774 1.880 5.977
H -1.137 2.710 4.309
H -0.666 1.382 2.262
H -4.464 -1.750 1.339
H -5.596 -3.947 1.476
H -4.253 -6.023 1.631
H -1.786 -5.900 1.641
H -0.658 -3.662 1.505
H -3.894 -1.516 -1.289
H -5.179 -1.986 -3.361
H -5.883 -0.122 -4.823
H -5.327 2.210 -4.204
H -4.075 2.669 -2.110
H -3.151 3.320 1.701
H -4.773 3.880 3.437
H -6.789 2.434 3.838
H -7.170 0.453 2.380
H -5.604 -0.138 0.612
H -0.845 -0.454 -1.690
H -1.013 -1.366 -3.964
H -0.837 0.131 -5.924
H -0.422 2.557 -5.593
H -0.265 3.483 -3.330
H 1.734 3.577 -0.627
H 2.350 5.986 -0.894
H 0.586 7.660 -1.347
H -1.777 6.955 -1.528
H -2.374 4.553 -1.270
C 4.135 2.120 -3.193
C 3.046 1.201 -2.706
N 2.651 0.230 -3.542
O 2.507 1.397 -1.615
H 4.695 1.709 -4.033
H 4.817 2.308 -2.367
H 3.677 3.064 -3.493
H 3.227 0.009 -4.334
H 2.017 -0.498 -3.213
Se -0.218 -4.374 -3.773
C 0.654 -3.015 -2.942
N 1.215 -2.138 -2.419
C 8.147 -1.773 2.227
C 6.705 -1.625 1.756
C 6.635 -1.355 0.258
S 4.984 -0.994 -0.335
O 5.154 -0.598 -1.782
C 4.319 -2.709 -0.308
C 4.272 -3.348 -1.690
C 5.639 -3.732 -2.246
H 8.196 -1.972 3.299
H 8.718 -0.862 2.031
H 8.649 -2.594 1.711
H 6.207 -0.814 2.291
H 6.149 -2.535 1.997
H 7.024 -2.182 -0.340
H 7.189 -0.449 0.001
H 3.313 -2.626 0.109
H 4.923 -3.296 0.388
H 3.760 -2.676 -2.376
H 3.637 -4.233 -1.609
H 6.257 -2.849 -2.410
H 5.527 -4.241 -3.205
H 6.170 -4.413 -1.571
*
```

Calculated values
E, Ha: -7064.9691
Relative energy (zero: lowest compared OMol25 entry of this formula, charge and spin), eV: 0.935
Highest occupied orbital energy (alpha / beta), hartree: -0.1705 / -0.0863
Kohn-Sham gap (alpha / beta), eV: 6.66 / 4.34

=====

5.
Formula: C25H16F10N3O2RuSTe2
Source: OMol25
Level of theory: the ωB97M-V functional and the def2-TZVPD basis

ORCA input file:
```
! RIJCOSX wB97M-V def2-TZVPD def2/J DEFGRID3
* xyz 0 2
Ru -1.546 0.654 0.459
C -0.892 -2.036 3.869
C -1.439 -1.185 2.934
N -0.860 -1.012 1.744
C 0.279 -1.645 1.451
C 0.882 -2.553 2.313
C 0.264 -2.725 3.549
C 2.094 -3.302 1.984
C 3.057 -2.967 1.122
C 3.139 -1.753 0.315
C 4.376 -1.269 -0.114
C 4.464 -0.087 -0.827
C 3.304 0.622 -1.075
N 2.112 0.177 -0.680
C 2.042 -0.982 -0.035
H -1.364 -2.150 4.833
H -2.340 -0.619 3.119
H 0.711 -3.400 4.267
H 2.228 -4.203 2.570
H 3.926 -3.611 1.054
H 5.266 -1.830 0.139
H 5.419 0.304 -1.144
H 3.308 1.581 -1.573
S -0.077 1.094 -3.728
C -0.607 -0.561 -3.544
C -0.755 -1.540 -4.515
C -1.276 -2.760 -4.127
C -1.631 -3.004 -2.798
C -1.472 -2.037 -1.829
C -0.957 -0.800 -2.210
N -0.791 0.306 -1.400
C -0.397 1.375 -2.065
C -0.401 2.628 -1.364
C 0.010 3.854 -1.868
C -0.080 4.977 -1.064
C -0.593 4.883 0.222
C -1.008 3.661 0.740
C -0.934 2.539 -0.063
H -0.489 -1.344 -5.545
H -1.425 -3.534 -4.867
H -2.047 -3.964 -2.526
H -1.783 -2.202 -0.806
H 0.413 3.917 -2.871
H 0.262 5.932 -1.439
H -0.664 5.764 0.845
H -1.391 3.600 1.748
F -0.650 1.577 2.577
Te 1.070 1.497 1.361
F 3.019 1.290 1.601
F 1.375 2.914 2.577
F 1.394 0.298 2.925
F 1.898 2.933 0.216
O 0.729 -1.380 0.182
F -3.900 2.420 -0.293
Te -4.431 0.544 0.559
F -5.651 -0.791 -0.305
F -3.440 0.220 -1.170
F -5.315 -0.212 2.161
F -3.423 -1.161 0.718
O -3.009 1.063 1.697
*
```

Calculated values
E, Ha: -3304.6472
Relative energy (zero: lowest compared OMol25 entry of this formula, charge and spin), eV: 9.004
Highest occupied orbital energy (alpha / beta), hartree: -0.3242 / -0.3191
Kohn-Sham gap (alpha / beta), eV: 4.22 / 4.13

=====

6.
Formula: C4H15N2O2
Source: OMol25
Level of theory: the ωB97M-V functional and the def2-TZVPD basis

ORCA input file:
```
! RIJCOSX wB97M-V def2-TZVPD def2/J DEFGRID3
* xyz 2 2
C -2.096 0.980 -1.292
C -0.827 1.859 -1.154
C 0.337 1.025 -0.767
C 0.677 -0.248 -1.032
N 1.686 -0.960 -0.254
N -2.498 0.513 0.037
H -1.874 0.122 -1.897
H -2.902 1.621 -1.693
H -1.063 2.742 -0.546
H -0.660 2.297 -2.166
H 1.126 1.482 -0.158
H 0.161 -0.784 -1.826
H 1.202 -1.651 0.382
H 2.238 -1.602 -0.834
H 2.304 -0.341 0.288
H -2.090 1.046 0.813
H -3.507 0.451 0.228
H -1.014 -2.712 0.981
H -0.489 -1.705 2.027
O -0.219 -2.260 1.286
H 3.915 -0.820 2.355
H 2.639 -0.258 2.975
O 2.953 -0.795 2.249
*
```

Calculated values
E, Ha: -420.6792
Relative energy (zero: lowest compared OMol25 entry of this formula, charge and spin), eV: 1.552
Highest occupied orbital energy (alpha / beta), hartree: -0.6703 / -0.6674
Kohn-Sham gap (alpha / beta), eV: 11.37 / 5.93

=====

7.
Formula: C12H32B2F8O12PtS4
Source: OMol25
Level of theory: the ωB97M-V functional and the def2-TZVPD basis

ORCA input file:
```
! RIJCOSX wB97M-V def2-TZVPD def2/J DEFGRID3
* xyz 0 3
Pt 0.183 2.898 -0.498
B -1.889 6.203 -0.580
F -1.103 5.514 -1.523
F -3.155 5.954 -0.882
F -1.626 5.697 0.583
F -1.718 7.519 -0.526
B 2.616 4.155 1.859
F 2.701 5.107 2.879
F 3.732 3.509 1.618
F 1.779 3.132 2.143
F 2.194 4.662 0.697
O -1.819 0.876 -3.246
S -2.814 0.375 -4.223
O -2.685 0.543 -5.673
O -2.845 -1.226 -3.906
C -3.225 -2.075 -4.906
C -1.942 -2.964 -5.085
C -4.545 0.840 -3.714
H -3.614 -1.756 -5.872
H -4.055 -2.654 -4.502
H -2.124 -3.564 -5.976
H -1.983 -3.623 -4.217
H -1.047 -2.350 -4.978
H -4.883 0.349 -2.801
H -5.302 0.930 -4.493
H -4.393 1.898 -3.502
O 4.910 1.171 -4.391
S 4.601 1.230 -2.972
O 3.367 1.924 -2.559
O 4.524 -0.239 -2.381
C 5.402 -1.223 -2.887
C 6.089 -2.024 -1.809
C 6.052 1.834 -1.915
H 6.214 -0.742 -3.433
H 4.859 -1.758 -3.666
H 6.890 -2.603 -2.268
H 5.356 -2.629 -1.274
H 6.594 -1.479 -1.011
H 6.833 1.988 -2.659
H 6.218 1.117 -1.111
H 5.940 2.858 -1.557
O -2.923 1.828 1.688
S -4.027 1.704 2.717
O -5.284 1.036 2.358
O -3.442 1.006 4.047
C -4.316 0.481 5.040
C -3.669 -0.715 5.836
C -4.441 3.391 3.587
H -5.253 0.198 4.560
H -4.557 1.229 5.795
H -4.328 -0.905 6.683
H -2.734 -0.368 6.275
H -3.567 -1.565 5.161
H -3.546 3.824 4.035
H -5.119 3.194 4.417
H -4.928 4.130 2.950
O 0.974 -1.215 0.942
S 0.865 -2.408 1.765
O -0.500 -2.842 2.172
O 1.579 -3.647 0.912
C 1.096 -4.976 1.071
C 1.830 -5.724 2.284
C 2.003 -2.229 3.261
H 1.161 -5.537 0.138
H 0.022 -4.907 1.242
H 2.908 -5.560 2.275
H 1.876 -6.793 2.077
H 1.512 -5.464 3.293
H 1.958 -1.179 3.550
H 3.016 -2.551 3.020
H 1.547 -2.808 4.065
*
```

Calculated values
E, Ha: -3939.8783
Relative energy (zero: lowest compared OMol25 entry of this formula, charge and spin), eV: 11.715
Highest occupied orbital energy (alpha / beta), hartree: -0.4132 / -0.4126
Kohn-Sham gap (alpha / beta), eV: 6.31 / 3.52

=====

8.
Formula: C6H13N
Source: OMol25
Level of theory: the ωB97M-V functional and the def2-TZVPD basis

ORCA input file:
```
! RIJCOSX wB97M-V def2-TZVPD def2/J DEFGRID3
* xyz 0 1
C -0.766 0.071 0.482
C 0.385 -0.930 0.255
C -0.098 -2.123 -0.523
C 0.316 -3.405 -0.434
C -0.192 1.312 1.156
N 0.492 2.291 0.233
C -0.020 2.227 -1.121
H -1.424 0.321 -0.351
H -1.488 -0.379 1.191
H 0.625 -1.328 1.256
H 1.356 -0.732 -0.231
H -1.006 -1.862 -1.194
H -0.233 -4.183 -0.952
H 1.195 -3.621 0.206
H 0.609 0.955 1.863
H -1.001 1.840 1.680
H 0.420 3.213 0.628
H 0.465 2.937 -1.789
H 0.269 1.171 -1.585
H -1.093 2.359 -1.279
*
```

Calculated values
E, Ha: -291.0919
Relative energy (zero: lowest compared OMol25 entry of this formula, charge and spin), eV: 1.820
SMILES string: C=CCCCNC
Highest occupied orbital energy, hartree: -0.3194
Kohn-Sham gap, eV: 9.81

=====

> Which of these has the highest relative energy (zero: lowest compared OMol25 entry of this formula, charge and spin)?

C12H32B2F8O12PtS4

=====

What did the third record say?
Formula: C11H14N2O
Source: OMol25
Level of theory: the ωB97M-V functional and the def2-TZVPD basis

ORCA input file:
```
! RIJCOSX wB97M-V def2-TZVPD def2/J DEFGRID3
* xyz 0 1
C -0.871 -3.302 1.128
C 0.314 -0.639 -1.298
C -0.718 -1.325 -0.569
C -0.129 -2.331 0.268
C 1.233 -2.204 0.041
C 0.185 0.555 -2.006
C -1.123 0.996 -2.215
C -2.035 -0.871 -1.008
C -2.291 0.208 -1.827
N 1.590 -1.155 -0.833
H 2.510 -0.855 -1.027
H 1.171 0.964 -2.221
H 1.954 -2.785 0.504
H -1.401 2.089 -2.606
H -2.806 -1.448 -0.589
H -1.898 -3.607 1.003
H -0.761 -2.950 2.155
H -3.299 0.450 -2.042
H -0.270 -4.249 1.068
C -0.371 1.658 1.312
C 0.802 2.446 1.749
O 0.694 3.576 2.153
N 2.118 1.893 1.714
H 2.931 2.460 2.019
H 2.319 0.909 1.503
H -0.130 0.985 0.435
H -1.207 2.239 1.049
H -0.601 0.866 1.907
*
```

Calculated values
E, Ha: -612.2735
Relative energy (zero: lowest compared OMol25 entry of this formula, charge and spin), eV: 2.101
SMILES string: Cc1c[nH]c2ccccc12.CC(N)=O
Highest occupied orbital energy, hartree: -0.2953
Kohn-Sham gap, eV: 8.63